# 1
ORCA calculation (the ωB97M-V functional and the def2-TZVPD basis) on a structure of composition C29H33BrN8NaO7SSb at a distorted geometry.

Each line ends with the Mulliken charge.
Geometry (Å):
1 Na -0.2644 1.4227 1.0525  0.715
2 O -2.0746 7.4612 2.6809  -0.571
3 C -1.7557 6.1643 2.3306  1.197
4 C -0.4744 5.6544 2.5462  -0.649
5 C -0.2487 4.3193 2.1802  -0.042
6 N -1.1904 3.5464 1.5831  -0.043
7 C -2.4102 4.0131 1.4593  0.102
8 C -2.7382 5.3389 1.8458  -0.692
9 C -3.5051 3.0563 1.0178  0.307
10 O -4.6511 3.4315 1.3962  -0.848
11 O -3.1724 2.0635 0.3608  -0.587
12 C 1.1426 3.7705 2.5933  0.057
13 O 1.9884 4.5821 3.0146  -0.825
14 O 1.3320 2.5463 2.4196  -0.484
15 H -1.3058 7.7821 3.1706  0.287
16 H 0.3386 6.2122 2.9994  0.416
17 H -3.7385 5.6768 1.6853  0.514
18 N 4.8752 -7.1999 1.3201  -0.597
19 C 4.3810 -6.0049 0.7894  1.115
20 C 5.2814 -5.0018 0.4052  -0.611
21 C 4.8075 -3.8664 -0.2123  -0.593
22 C 3.4422 -3.6658 -0.4566  -0.171
23 C 2.5564 -4.6150 -0.0078  -0.308
24 C 3.0108 -5.7617 0.6469  -0.925
25 S 2.8664 -2.2295 -1.3413  1.476
26 O 2.4118 -2.7641 -2.6120  -0.847
27 O 3.9467 -1.2723 -1.3830  -0.752
28 N 1.5814 -1.7026 -0.5571  -0.254
29 C 1.6489 -1.4929 0.7511  0.007
30 N 0.6015 -0.8792 1.3066  -0.358
31 C 0.5796 -0.5985 2.5776  0.310
32 C 1.6308 -0.8673 3.4201  -0.939
33 C 2.6813 -1.5533 2.8020  -0.294
34 N 2.6958 -1.9291 1.5254  -0.293
35 H 5.8680 -7.1367 1.5415  0.198
36 H 4.3680 -7.6243 2.0609  0.210
37 H 6.3165 -5.1851 0.6571  0.202
38 H 5.4472 -3.0408 -0.5496  0.413
39 H 1.5121 -4.4157 -0.1517  0.523
40 H 2.3210 -6.5334 1.0033  0.281
41 H -0.3415 -0.1715 2.9600  0.548
42 H 1.6701 -0.5817 4.4553  0.389
43 H 3.5995 -1.7598 3.3316  0.389
44 C -5.9986 1.3557 -0.5971  -1.329
45 C -5.3359 0.1571 0.0602  0.682
46 C -5.0916 0.1403 1.4419  -0.091
47 C -4.5062 -0.9583 2.0423  -0.298
48 C -4.1350 -2.0235 1.2633  0.107
49 Br -3.2137 -3.4917 2.1362  -0.254
50 N -4.2918 -2.0780 -0.0470  -0.561
51 C -4.8954 -0.9876 -0.6137  -0.441
52 H -7.0793 1.2018 -0.5707  0.376
53 H -5.7185 1.4782 -1.6353  0.302
54 H -5.7831 2.2952 -0.0521  0.243
55 H -5.4332 0.9927 2.0559  0.346
56 H -4.3851 -0.9829 3.1376  0.368
57 H -4.9862 -1.0590 -1.6702  0.508
58 C -0.7693 -3.2947 -3.4652  -0.612
59 N -1.4186 -2.0639 -3.8915  -0.058
60 C -2.8526 -2.0270 -3.6343  -1.099
61 C -0.7818 -0.8881 -3.9213  0.532
62 N -0.2228 0.1094 -3.9769  -0.525
63 H -1.1824 -3.6321 -2.5190  0.285
64 H 0.3186 -3.1744 -3.2781  0.150
65 H -0.9120 -4.0943 -4.1881  0.284
66 H -3.0655 -1.9539 -2.5496  0.395
67 H -3.3857 -2.8524 -4.1240  0.298
68 H -3.2122 -1.1068 -4.0614  0.404
69 C 2.8831 2.0231 -3.3918  -1.441
70 Sb 2.2216 2.1227 -1.3813  0.777
71 C 0.5716 3.4610 -1.7169  -1.289
72 C 3.7598 3.5983 -0.7823  -1.361
73 H 2.6129 2.9975 -3.8596  0.433
74 H 2.3485 1.1678 -3.8272  0.272
75 H 3.9555 2.0182 -3.4322  0.453
76 H 0.6325 3.7229 -2.7860  0.456
77 H 0.6436 4.2951 -1.0581  0.391
78 H -0.3734 2.9167 -1.5296  0.219
79 H 3.9707 4.1100 -1.7247  0.412
80 H 4.6509 3.0506 -0.4782  0.350
81 H 3.4288 4.2661 0.0073  0.345

Computed properties:
E_tot	-148696.482	eV
strongest force on any atom	1.9	eV Å⁻¹
total charge	-2
Kohn-Sham gap	6.8332	eV
LUMO energy	3.80	eV
energy above the lowest of the compared OMol25 structures with the same formula, charge and spin	0.448	eV
HOMO level	-3.03	eV

# 2
ORCA calculation (the ωB97M-V functional and the def2-TZVPD basis) on a cluster of 16 separate species, C64H176N16O16 in total at a distorted geometry.

Each line ends with the Mulliken charge.
Geometry (Å):
1 C -5.7631 3.8969 -1.3195  -1.074
2 C -5.7040 5.4367 -1.2616  0.465
3 C -5.4907 6.0136 0.1761  -0.360
4 O -5.4290 7.4280 0.1148  -0.418
5 C -5.4227 8.1341 1.3899  -0.715
6 N -4.7163 5.9376 -2.1491  -0.183
7 H -4.8277 3.4211 -1.0248  -0.064
8 H -5.9657 3.6117 -2.3519  0.122
9 H -6.5535 3.5157 -0.6731  0.526
10 H -6.6703 5.7786 -1.6325  0.243
11 H -4.6899 5.5694 0.7673  -0.170
12 H -6.3713 5.7042 0.7391  0.628
13 H -6.4476 8.3578 1.6858  0.314
14 H -5.0675 9.1448 1.1888  0.293
15 H -4.8483 7.6469 2.1779  0.178
16 H -4.4406 6.8049 -1.7111  0.537
17 H -3.8733 5.3818 -2.1277  -0.219
18 C -1.3199 7.4554 -1.3240  -1.653
19 C -1.1518 6.1072 -0.6197  1.749
20 C -0.7914 4.9670 -1.6257  -0.525
21 O -1.8911 4.4457 -2.2932  0.498
22 C -1.5031 3.4885 -3.3020  0.033
23 N -0.0620 6.1486 0.3665  -0.609
24 H -1.6505 8.2662 -0.6749  0.444
25 H -2.0185 7.2893 -2.1441  0.202
26 H -0.4338 7.8171 -1.8457  0.427
27 H -2.0388 5.9069 -0.0187  -0.793
28 H -0.2432 4.1589 -1.1415  -0.170
29 H -0.0736 5.4717 -2.2723  0.366
30 H -2.3691 3.0519 -3.7996  -0.501
31 H -0.9776 2.6417 -2.8607  -0.250
32 H -0.9280 3.9264 -4.1179  0.417
33 H -0.1470 5.3992 1.0383  -0.088
34 H -0.1694 6.9669 0.9486  0.366
35 C 2.3476 2.2254 -2.3210  -1.480
36 C 3.2836 1.1427 -2.7955  1.670
37 C 4.7178 1.5829 -3.0940  -0.756
38 O 4.8567 2.8073 -3.8707  -0.474
39 C 4.3684 2.6597 -5.2078  -0.608
40 N 3.3721 0.0411 -1.8406  0.069
41 H 1.3026 1.9216 -2.2586  -0.179
42 H 2.3306 3.0982 -2.9737  0.553
43 H 2.6567 2.5222 -1.3188  0.278
44 H 2.8489 0.8617 -3.7547  -0.065
45 H 5.2233 0.7124 -3.5121  0.399
46 H 5.2076 1.7330 -2.1318  0.030
47 H 4.8706 1.7558 -5.5526  0.255
48 H 4.7227 3.5000 -5.8049  0.307
49 H 3.3022 2.4682 -5.3281  0.204
50 H 2.4741 -0.3740 -1.6374  -0.592
51 H 3.7219 0.3786 -0.9553  -0.237
52 C -0.3540 -3.0461 -5.9987  -1.373
53 C -0.5550 -1.5575 -5.7288  0.505
54 C -2.0233 -0.9954 -5.7842  -0.489
55 O -2.0583 0.4041 -5.7377  -0.357
56 C -3.2964 1.0654 -5.9985  0.022
57 N 0.1399 -1.0429 -4.5616  0.079
58 H 0.6711 -3.3687 -5.8163  0.072
59 H -0.6524 -3.3545 -7.0006  0.532
60 H -0.9161 -3.6587 -5.2938  0.253
61 H -0.0149 -1.0695 -6.5402  0.261
62 H -2.6318 -1.4163 -4.9837  -0.134
63 H -2.5402 -1.3141 -6.6894  0.537
64 H -4.0322 0.4006 -5.5462  0.288
65 H -3.5206 1.0573 -7.0652  0.319
66 H -3.1807 2.0477 -5.5404  -0.480
67 H -0.0960 -0.0634 -4.6327  0.105
68 H 1.1324 -1.1840 -4.6847  -0.158
69 C -3.9362 -2.8409 -0.2181  -1.425
70 C -5.1455 -2.3992 -1.0789  0.964
71 C -4.6934 -2.3203 -2.6108  -0.491
72 O -5.5729 -1.7382 -3.5655  -0.466
73 C -5.9852 -0.4361 -3.1819  -0.524
74 N -6.2145 -3.3691 -0.7622  -0.781
75 H -3.5120 -3.8236 -0.4244  0.750
76 H -4.1639 -2.8451 0.8478  0.232
77 H -3.1315 -2.1079 -0.2748  -0.102
78 H -5.3832 -1.3917 -0.7375  -0.167
79 H -4.4304 -3.3377 -2.9006  0.535
80 H -3.7595 -1.7784 -2.7603  -0.111
81 H -6.5674 -0.0248 -4.0064  0.328
82 H -5.0493 0.1223 -3.1617  0.035
83 H -6.4887 -0.4033 -2.2157  0.407
84 H -6.8822 -2.8494 -0.2106  0.297
85 H -6.7520 -3.4337 -1.6148  0.329
86 C 0.2658 -1.1154 0.6677  0.106
87 C -0.3602 -1.1639 -0.7192  2.035
88 C -1.1187 0.0966 -1.0813  -0.890
89 O -2.1790 0.2853 -0.1499  0.928
90 C -2.8033 1.5502 -0.3424  -0.404
91 N 0.6643 -1.4979 -1.7220  1.309
92 H 1.2697 -0.7134 0.5310  -0.205
93 H 0.2906 -2.1195 1.0911  -0.438
94 H -0.2689 -0.4726 1.3671  -0.476
95 H -1.0996 -1.9630 -0.6672  -0.237
96 H -1.5644 0.0165 -2.0728  0.354
97 H -0.4069 0.9195 -1.0158  -0.220
98 H -3.0985 1.6509 -1.3868  0.424
99 H -2.1494 2.3141 0.0783  -0.212
100 H -3.7232 1.6740 0.2291  -0.283
101 H 0.2763 -1.6698 -2.6385  -0.244
102 H 1.1341 -2.3620 -1.4926  -1.010
103 C 2.9306 -3.6866 9.7122  -1.627
104 C 3.7751 -2.9471 8.6077  0.845
105 C 3.0103 -2.2429 7.4841  -0.763
106 O 2.4053 -3.2201 6.6757  -0.530
107 C 1.9092 -2.8288 5.3964  -0.158
108 N 4.6046 -1.9890 9.3195  -0.708
109 H 3.5738 -4.2660 10.3744  0.453
110 H 2.2344 -4.4397 9.3430  0.326
111 H 2.3359 -2.9713 10.2804  0.378
112 H 4.4628 -3.6141 8.0878  0.020
113 H 3.7642 -1.7687 6.8558  0.279
114 H 2.3179 -1.5000 7.8800  0.418
115 H 2.4975 -2.1409 4.7892  0.050
116 H 0.9078 -2.4085 5.4893  0.355
117 H 1.8273 -3.8264 4.9649  0.138
118 H 5.0914 -2.4120 10.0967  0.281
119 H 5.4094 -1.7414 8.7618  0.257
120 C 1.2532 4.3109 5.7992  -1.340
121 C 1.7057 3.1348 6.6609  0.567
122 C 2.4048 1.9951 5.8159  -0.858
123 O 1.6728 1.4647 4.6898  0.132
124 C 0.6743 0.5258 5.0023  0.187
125 N 2.5057 3.4905 7.7456  -0.719
126 H 0.5739 4.0426 4.9902  0.079
127 H 2.1363 4.6038 5.2313  0.366
128 H 0.9764 5.1335 6.4587  0.391
129 H 0.7561 2.7841 7.0651  0.255
130 H 2.7975 1.1340 6.3566  0.354
131 H 3.2678 2.4235 5.3062  0.304
132 H 1.0205 -0.2445 5.6914  0.011
133 H 0.3401 -0.0824 4.1618  -0.699
134 H -0.2021 1.0715 5.3521  0.310
135 H 2.7675 2.6702 8.2735  0.299
136 H 3.3409 3.8332 7.2927  0.328
137 C -2.2759 -1.4073 3.3003  -0.793
138 C -2.7248 0.0219 3.2117  3.364
139 C -4.1289 0.0840 2.5833  -0.785
140 O -4.5452 1.4402 2.6412  -0.257
141 C -5.8441 1.5684 2.0984  -0.763
142 N -2.6506 0.5353 4.5924  -0.566
143 H -2.8414 -1.9740 4.0400  0.776
144 H -1.2412 -1.4245 3.6425  -0.434
145 H -2.3695 -2.0364 2.4151  -0.387
146 H -2.0516 0.5732 2.5552  -1.832
147 H -4.8879 -0.5287 3.0697  0.680
148 H -3.9883 -0.2982 1.5722  -0.357
149 H -6.0995 2.6274 2.1338  0.236
150 H -6.5221 1.1140 2.8209  0.364
151 H -6.0573 1.0922 1.1414  0.222
152 H -3.1824 0.0055 5.2681  0.329
153 H -3.0609 1.4579 4.5671  0.242
154 C -4.1065 6.1807 -5.5140  -1.595
155 C -5.1075 5.0736 -5.8375  0.522
156 C -4.6979 4.1912 -7.0707  -0.484
157 O -4.6453 5.0280 -8.2142  -0.413
158 C -5.9157 5.5642 -8.7583  -0.775
159 N -5.1646 4.2607 -4.6494  -0.158
160 H -3.9427 6.8157 -6.3847  0.478
161 H -3.1164 5.7688 -5.3187  0.163
162 H -4.4077 6.7567 -4.6390  0.448
163 H -6.0680 5.5676 -5.9843  0.206
164 H -5.3227 3.3087 -7.2085  0.398
165 H -3.7240 3.7364 -6.8894  0.090
166 H -5.7545 6.0823 -9.7036  0.305
167 H -6.3808 6.3097 -8.1133  0.297
168 H -6.7509 4.8721 -8.8660  0.324
169 H -6.0701 3.8321 -4.5210  0.230
170 H -5.1003 4.9225 -3.8892  0.016
171 C -2.1469 5.9126 3.7225  -1.850
172 C -2.5458 4.7615 2.8592  2.256
173 C -1.5248 3.6319 2.9637  0.801
174 O -0.2322 4.1153 2.5012  -0.322
175 C 0.6799 3.1472 2.0730  -0.237
176 N -3.8670 4.3163 3.2909  -0.538
177 H -2.9195 6.6672 3.8696  0.406
178 H -1.2740 6.4789 3.3980  0.327
179 H -1.8948 5.4921 4.6961  0.321
180 H -2.5202 4.9286 1.7824  -1.383
181 H -1.8362 2.7283 2.4396  -0.984
182 H -1.4484 3.3548 4.0152  0.257
183 H 0.4900 2.2195 2.6128  -0.194
184 H 1.6187 3.6622 2.2767  0.586
185 H 0.5289 2.8692 1.0299  0.048
186 H -4.1455 3.4946 2.7738  0.027
187 H -3.8221 3.9581 4.2342  0.368
188 C 6.5687 -1.4033 0.0109  -0.834
189 C 6.7725 0.0372 0.5031  1.419
190 C 5.8889 0.4411 1.6775  -0.901
191 O 4.5922 0.6196 1.0998  -0.287
192 C 3.4901 0.7312 1.9169  0.602
193 N 8.1789 0.1220 0.9183  -0.886
194 H 7.2425 -2.1701 0.3930  0.453
195 H 6.7045 -1.4026 -1.0706  0.254
196 H 5.5989 -1.8623 0.2028  -0.261
197 H 6.6189 0.7611 -0.2972  -0.335
198 H 6.0198 1.3972 2.1844  0.404
199 H 5.8984 -0.3618 2.4145  0.185
200 H 3.2681 -0.1501 2.5186  -0.187
201 H 2.6251 0.8666 1.2677  -0.603
202 H 3.6891 1.4946 2.6691  0.362
203 H 8.7084 -0.3352 0.1899  0.287
204 H 8.4123 -0.5176 1.6643  0.286
205 C -2.8979 -5.2868 2.0681  -1.457
206 C -1.6228 -5.5448 1.3014  2.234
207 C -0.3192 -5.5294 2.1394  -0.670
208 O 0.7704 -6.0138 1.2771  -0.357
209 C 2.0316 -5.9401 1.9545  -0.981
210 N -1.8218 -6.8600 0.7332  -0.691
211 H -3.8142 -5.3307 1.4794  0.414
212 H -2.9292 -4.2950 2.5193  0.067
213 H -3.0254 -6.0091 2.8744  0.496
214 H -1.5553 -4.7812 0.5265  -1.114
215 H -0.4577 -6.2168 2.9738  0.447
216 H -0.1270 -4.4971 2.4321  0.067
217 H 2.2159 -4.9204 2.2924  -0.029
218 H 2.8804 -6.1352 1.2990  0.421
219 H 2.1112 -6.6447 2.7824  0.487
220 H -1.0418 -7.1722 0.1726  0.245
221 H -1.8130 -7.6290 1.3879  0.304
222 C -0.1562 -5.3836 -2.5839  -1.376
223 C 1.2384 -5.3862 -3.2506  1.970
224 C 2.3719 -5.2277 -2.1897  -1.251
225 O 2.2512 -3.9261 -1.6972  0.189
226 C 3.0513 -3.6452 -0.5681  0.072
227 N 1.3894 -6.6062 -4.0236  -0.753
228 H -0.1420 -6.0117 -1.6931  0.231
229 H -0.9036 -5.8184 -3.2476  0.544
230 H -0.4619 -4.3416 -2.4898  0.076
231 H 1.2121 -4.6515 -4.0553  -0.924
232 H 3.3777 -5.3148 -2.6006  0.496
233 H 2.1204 -5.9935 -1.4559  0.153
234 H 2.6533 -4.1201 0.3286  -0.553
235 H 3.0391 -2.5896 -0.2968  -0.592
236 H 4.0792 -3.9886 -0.6844  0.757
237 H 1.1580 -7.4139 -3.4631  0.308
238 H 2.3983 -6.6103 -4.0709  0.351
239 C 4.8115 -7.1385 4.7485  -1.461
240 C 4.6673 -5.8708 5.5162  0.596
241 C 5.0106 -4.6030 4.7305  -0.862
242 O 4.1963 -4.3569 3.5364  0.035
243 C 4.5411 -3.1668 2.8422  -0.507
244 N 3.3291 -5.7775 5.9978  -0.644
245 H 4.0231 -7.3360 4.0222  0.070
246 H 4.8569 -7.9945 5.4217  0.428
247 H 5.7905 -7.2680 4.2871  0.405
248 H 5.3778 -5.7763 6.3373  0.441
249 H 6.0727 -4.5591 4.4894  0.549
250 H 4.7947 -3.7637 5.3915  0.253
251 H 4.0587 -3.0433 1.8726  -0.475
252 H 5.6183 -3.2343 2.6902  0.462
253 H 4.4514 -2.3268 3.5310  0.431
254 H 3.3128 -4.9209 6.5327  0.424
255 H 2.8841 -5.4942 5.1365  -0.030
256 C 5.4446 -2.2245 -4.1028  -1.375
257 C 4.1275 -2.0351 -4.8934  0.956
258 C 3.9126 -3.1883 -5.8579  -0.885
259 O 4.9608 -3.2779 -6.8171  -0.435
260 C 5.0095 -4.4765 -7.5858  -0.764
261 N 3.0399 -1.9708 -3.9608  1.482
262 H 5.5245 -3.1499 -3.5323  0.222
263 H 5.7476 -1.3782 -3.4863  0.039
264 H 6.1996 -2.3081 -4.8845  0.546
265 H 4.1901 -1.1207 -5.4833  0.344
266 H 3.0061 -3.0641 -6.4503  0.262
267 H 3.8012 -4.1562 -5.3691  0.357
268 H 3.9937 -4.7283 -7.8904  0.303
269 H 5.3627 -5.2150 -6.8661  0.306
270 H 5.6623 -4.2765 -8.4354  0.259
271 H 3.1911 -1.2476 -3.2722  -0.027
272 H 2.9605 -2.8168 -3.4149  -0.926

Computed properties:
E_tot	-125812.347	eV
strongest force on any atom	3.8	eV Å⁻¹
Kohn-Sham gap	8.8124	eV
LUMO energy	0.28	eV
energy above the lowest of the compared OMol25 structures with the same formula, charge and spin	4.531	eV
HOMO level	-8.53	eV